(1)
Formula: C15H10BCl3N2O
Source: the Open Molecules 2025 dataset
Level of theory: ωB97M-V/def2-TZVPD

XYZ file:
```
32
Properties=species:S:1:pos:R:3:forces:R:3:mulliken_charge:R:1
Cl 3.501 -2.260 3.436 -0.4 0.6 0.0 -0.29
B 2.639 -0.619 3.436 1.4 0.4 -0.1 0.67
Cl 3.019 0.376 4.987 -0.2 -0.3 -0.5 -0.30
Cl 3.026 0.374 1.883 -0.1 -0.3 0.6 -0.28
O 1.167 -0.891 3.422 -2.2 1.1 0.0 -0.44
C 0.273 0.025 3.412 1.2 -1.3 0.1 -0.15
C -1.116 -0.335 3.426 -0.7 -0.4 0.0 0.76
C -2.108 0.670 3.433 0.4 -0.3 0.0 -0.50
C -3.454 0.326 3.436 -0.2 -0.1 0.0 -0.57
C -3.838 -1.024 3.436 0.6 0.2 0.0 -0.33
C -2.856 -2.030 3.436 0.0 0.1 0.0 -0.51
C -1.509 -1.699 3.433 0.0 0.4 0.0 -0.34
H 0.584 1.079 3.422 0.0 -0.3 -0.1 0.33
H -1.775 1.706 3.434 -0.2 -0.1 0.0 0.36
H -4.222 1.105 3.437 0.3 -0.3 0.0 0.37
H -4.895 -1.297 3.438 0.3 0.1 0.0 0.38
H -3.143 -3.082 3.437 0.0 0.3 0.0 0.37
H -0.742 -2.470 3.434 -0.1 0.1 0.0 0.45
N 1.750 1.266 -8.333 -0.4 -0.4 2.5 -0.47
C 1.562 1.102 -7.189 0.4 0.3 -2.4 0.01
C 1.331 0.905 -5.783 -0.1 -0.1 0.5 0.35
C 1.371 -0.380 -5.229 0.0 -0.1 0.1 -0.58
C 1.148 -0.569 -3.869 0.0 -0.1 0.2 -0.34
C 0.885 0.527 -3.038 0.1 0.1 -0.6 0.21
N 0.669 0.340 -1.673 -0.5 -0.2 1.9 0.00
C 0.421 0.190 -0.518 0.4 0.3 -2.4 0.05
C 0.839 1.812 -3.591 0.0 0.0 0.2 -0.33
C 1.062 1.999 -4.951 0.0 0.1 0.1 -0.58
H 1.579 -1.238 -5.870 -0.1 0.2 0.2 0.42
H 1.175 -1.564 -3.425 0.0 0.3 -0.2 0.42
H 0.628 2.655 -2.933 0.1 -0.2 -0.3 0.42
H 1.030 3.003 -5.374 0.0 -0.3 0.1 0.42
```
Positions in Å, forces in eV/Å.

Summary:
HOMO level	-9.74	eV
total charge	0

=====

(2)
Formula: C10H11N3S
Source: the Open Molecules 2025 dataset
Level of theory: ωB97M-V/def2-TZVPD

XYZ file:
```
25
Properties=species:S:1:pos:R:3:forces:R:3:mulliken_charge:R:1
C -1.376 3.603 3.121 -0.2 -2.4 -0.4 -0.69
C -1.001 2.458 2.051 4.1 4.4 2.7 0.05
C -1.717 1.613 1.387 0.7 -1.4 -2.8 -0.62
C -1.034 0.956 0.318 0.3 -0.6 -0.5 -0.25
C 0.297 1.299 0.279 0.5 -3.5 -3.4 0.41
C 1.495 0.554 -0.523 -0.5 -0.6 1.6 -0.79
C 0.859 -1.519 -1.561 0.3 2.2 -0.7 0.81
C -0.035 -2.045 -2.554 2.4 -2.5 2.7 -0.46
C 0.295 -4.026 -1.480 1.4 -1.4 -3.1 -0.47
C 1.210 -3.463 -0.631 2.2 1.3 3.1 -0.11
H -2.601 3.787 2.573 3.7 0.2 2.8 0.21
H -1.287 2.686 4.274 -0.7 3.7 -3.1 0.22
H -0.475 4.677 3.203 -3.3 -3.8 -0.3 0.28
H -2.719 1.537 1.315 -3.4 -0.1 0.7 0.43
H -1.625 0.294 -0.355 1.0 0.4 0.5 0.31
H 2.313 1.162 -0.865 0.2 1.0 0.8 0.38
H 1.878 -0.224 0.244 -0.3 1.5 -1.4 0.40
H 0.508 0.286 -2.398 1.6 -0.7 1.4 0.29
H -0.422 -1.355 -3.232 -0.8 0.5 -1.5 0.39
H 0.217 -5.060 -1.856 0.3 -0.1 2.0 0.34
H 1.868 -3.905 0.190 -1.6 -0.5 -1.4 0.38
N 1.210 -0.196 -1.747 -2.8 1.6 -0.6 -0.26
N -0.124 -3.364 -2.597 -1.9 2.1 0.4 -0.52
N 1.547 -2.109 -0.602 -2.3 -3.4 -1.8 -0.47
S 0.720 2.354 1.446 -1.0 2.0 2.4 -0.26
```
Positions in Å, forces in eV/Å.

Summary:
relative energy (zero: lowest compared OMol25 entry of this formula, charge and spin)	534.5	kJ/mol
HOMO level	-8.41	eV
total charge	0

=====

(3)
Formula: C28H48BClFN3O6
Source: the Open Molecules 2025 dataset
Level of theory: ωB97M-V/def2-TZVPD

XYZ file:
```
88
Properties=species:S:1:pos:R:3:forces:R:3:mulliken_charge:R:1
C -2.733 1.946 3.538 0.1 0.0 0.5 -0.83
O -2.787 0.935 4.531 0.5 -0.1 -0.4 -0.38
C -2.319 1.444 5.762 -0.8 0.0 0.3 -0.76
C -1.831 0.363 6.673 -0.3 0.0 0.4 0.48
C -0.872 -0.522 6.408 0.4 -0.1 -0.3 0.57
B -0.112 -0.545 5.019 0.2 -0.9 -0.2 0.92
O 0.030 0.598 4.254 -0.5 0.3 0.7 -0.55
N 0.439 -1.808 4.537 0.2 0.7 -0.1 -0.06
C -0.463 -2.445 3.587 -0.3 -0.2 0.3 -1.24
C 1.800 -1.654 4.008 -0.7 -0.5 -0.2 -0.96
C -0.537 -1.516 7.490 0.4 -0.7 -0.1 0.05
O -0.198 -2.668 7.322 -0.2 1.0 0.1 -0.53
C -0.660 -0.956 8.886 0.1 0.0 -0.6 0.23
F 0.179 -1.374 9.802 0.3 -0.4 0.2 -0.31
C -1.608 -0.075 9.138 -0.4 0.3 0.3 0.08
Cl -1.848 0.611 10.684 -0.2 0.0 0.1 -0.17
C -2.516 0.281 8.014 -1.2 0.1 0.1 -0.02
O -3.715 0.455 8.157 1.4 0.1 -0.1 -0.54
H -1.709 2.283 3.388 0.3 0.0 0.0 0.35
H -3.106 1.556 2.604 -0.3 -0.2 -0.1 0.24
H -3.304 2.809 3.872 -0.3 0.2 -0.2 0.34
H -3.151 1.939 6.263 -0.2 0.1 0.1 0.59
H -1.537 2.189 5.647 0.3 0.0 -0.3 0.33
H -0.349 0.397 3.391 0.5 0.1 -0.3 0.22
H -0.496 -3.525 3.703 0.2 -0.2 -0.1 0.34
H -1.483 -2.095 3.744 -0.2 0.0 0.1 0.32
H -0.198 -2.199 2.556 0.1 0.0 -0.2 0.38
H 2.352 -0.941 4.607 0.2 0.2 0.0 0.35
H 2.308 -2.612 4.051 0.2 -0.2 0.0 0.33
H 1.775 -1.347 2.959 0.2 0.2 -0.1 0.24
C -2.822 -2.497 -1.894 -0.1 -0.3 0.0 -1.77
C -1.356 -2.058 -1.636 -1.6 0.2 -0.2 2.16
C -0.776 -1.325 -2.853 0.4 -0.2 -0.3 -0.60
C -0.372 -2.243 -4.001 0.0 0.0 0.1 -0.80
C 0.568 -3.334 -3.492 0.0 0.5 -0.1 -1.28
C -0.036 -4.135 -2.339 -0.5 -1.3 -0.7 1.82
N -0.522 -3.234 -1.249 1.6 1.2 -0.4 0.49
O 0.478 -2.846 -0.525 -0.3 -0.3 0.5 -0.62
C -1.170 -5.022 -2.889 -0.2 0.1 0.0 -1.95
C 1.003 -5.105 -1.787 0.3 0.2 0.3 -1.92
C -1.438 -1.055 -0.492 0.4 0.1 0.4 -1.95
H -2.932 -3.549 -2.135 0.1 0.1 -0.1 0.35
H -3.435 -2.342 -1.006 0.1 0.1 0.0 0.44
H -3.270 -1.924 -2.707 0.0 0.1 0.0 0.31
H 0.107 -0.760 -2.544 0.0 -0.1 0.1 -0.55
H -1.494 -0.584 -3.206 -0.1 0.0 0.1 0.60
H -1.257 -2.677 -4.475 0.0 0.0 0.0 0.34
H 0.133 -1.657 -4.771 0.0 0.0 0.0 0.40
H 0.828 -4.015 -4.305 0.0 -0.1 0.1 0.43
H 1.504 -2.870 -3.165 0.0 0.0 0.1 0.34
H -1.701 -5.523 -2.078 0.0 0.0 0.0 0.39
H -0.754 -5.794 -3.535 0.1 0.0 0.0 0.45
H -1.895 -4.481 -3.494 0.0 0.0 0.0 0.40
H 1.916 -4.600 -1.478 -0.1 0.1 0.1 0.37
H 1.275 -5.825 -2.558 -0.1 0.0 -0.1 0.44
H 0.610 -5.657 -0.932 0.0 0.0 0.0 0.45
H -1.763 -1.538 0.432 0.0 0.0 0.0 0.55
H -2.164 -0.279 -0.740 -0.1 -0.1 -0.1 0.44
H -0.487 -0.561 -0.303 0.0 -0.1 0.0 0.19
C 3.006 3.373 -5.163 0.2 -0.1 0.2 -1.58
C 1.528 3.347 -4.695 1.2 0.2 -1.1 1.74
C 1.066 4.737 -4.241 -0.2 0.2 0.5 -1.40
C 1.569 5.146 -2.861 0.0 -0.1 0.0 -0.52
C 1.219 4.070 -1.838 -0.2 0.3 -0.3 -1.27
C 1.753 2.693 -2.230 1.3 -0.2 0.8 2.29
N 1.339 2.325 -3.621 -1.8 1.0 0.4 0.47
O 0.114 1.911 -3.621 0.3 -0.6 -0.1 -0.55
C 3.287 2.690 -2.076 0.1 0.1 -0.2 -2.22
C 1.248 1.650 -1.240 -0.4 -0.2 -0.1 -2.40
C 0.721 2.981 -5.937 -0.4 -0.3 0.1 -1.98
H 3.707 2.977 -4.435 -0.1 0.1 0.0 0.36
H 3.142 2.757 -6.052 -0.1 0.0 0.0 0.44
H 3.327 4.385 -5.412 -0.1 0.0 0.0 0.29
H -0.028 4.760 -4.225 0.0 -0.1 0.0 0.38
H 1.374 5.475 -4.983 0.0 -0.1 -0.1 0.44
H 2.647 5.328 -2.886 0.0 0.0 0.0 0.28
H 1.106 6.091 -2.569 0.0 0.0 0.0 0.40
H 1.614 4.343 -0.857 0.1 -0.1 0.0 0.43
H 0.130 4.023 -1.731 0.0 -0.1 -0.1 0.35
H 3.714 1.760 -2.453 0.0 0.0 0.0 0.41
H 3.552 2.768 -1.022 -0.1 0.0 0.1 0.43
H 3.779 3.523 -2.572 0.0 0.0 0.0 0.49
H 0.162 1.647 -1.167 0.0 0.0 -0.1 0.43
H 1.640 1.869 -0.248 0.1 0.1 0.0 0.58
H 1.578 0.648 -1.519 0.0 0.0 0.0 0.50
H 0.938 1.963 -6.263 0.0 0.0 0.0 0.47
H 0.990 3.660 -6.746 0.1 0.1 0.0 0.43
H -0.353 3.067 -5.777 0.0 -0.1 0.1 0.38
```
Positions in Å, forces in eV/Å.

Summary:
2S+1	3
HOMO level (alpha / beta)	-8.44 / -8.52	eV
total charge	0

=====

(4)
Formula: C45H41ClGeN4O3ReS
Source: the Open Molecules 2025 dataset
Level of theory: ωB97M-V/def2-TZVPD

XYZ file:
```
97
Properties=species:S:1:pos:R:3:forces:R:3:mulliken_charge:R:1
Re -1.052 0.707 -0.757 -0.1 0.0 0.1 2.08
O -1.242 4.023 1.706 0.0 0.1 0.1 -0.73
C -1.752 3.199 0.971 0.1 -0.2 -0.2 0.21
O -1.042 2.567 0.070 0.0 0.2 0.0 -0.41
C -3.243 2.966 1.030 0.0 0.0 0.0 0.57
C -3.983 4.033 1.548 0.0 0.0 0.0 -0.89
C -5.358 3.984 1.654 0.0 -0.1 0.0 -0.60
C -6.024 2.831 1.253 0.0 0.0 0.0 -0.65
C -5.310 1.763 0.750 0.0 0.0 0.0 -1.00
C -3.914 1.805 0.620 0.0 -0.1 0.0 0.79
S -3.183 0.313 -0.002 -0.2 0.1 0.0 -0.43
H -3.430 4.902 1.877 0.0 0.0 0.0 0.46
H -5.905 4.827 2.052 0.0 0.0 0.0 0.40
H -7.101 2.763 1.335 0.0 0.0 0.0 0.39
H -5.825 0.861 0.449 0.0 0.0 0.0 0.48
C 2.776 2.669 -1.770 0.0 0.1 0.0 -1.24
C 1.576 1.870 -2.166 0.0 -0.1 0.2 0.24
O 1.014 1.125 -1.349 0.2 0.2 -0.2 -0.33
N 1.182 1.949 -3.445 0.0 0.0 0.0 0.00
C 0.116 1.127 -3.998 0.0 0.0 0.0 -0.35
C -1.218 1.811 -3.883 0.0 0.1 0.1 0.79
C -1.766 2.477 -4.966 0.0 -0.1 0.1 -0.90
C -2.941 3.191 -4.797 0.0 0.0 -0.1 -0.41
C -3.521 3.224 -3.545 0.0 0.0 0.1 -0.98
C -2.922 2.523 -2.510 0.1 0.0 -0.3 -0.04
N -1.797 1.813 -2.669 0.0 0.1 -0.1 0.12
H 3.642 2.006 -1.789 0.0 0.0 0.0 0.18
H 2.648 3.029 -0.752 0.0 0.0 0.0 0.07
H 2.954 3.503 -2.447 0.0 0.0 0.0 0.55
H 1.623 2.642 -4.028 0.0 -0.1 0.0 0.32
H 0.103 0.189 -3.450 0.0 0.0 0.0 -0.75
H 0.352 0.907 -5.039 0.0 0.1 0.0 0.71
H -1.267 2.435 -5.925 0.0 0.0 0.0 0.48
H -3.389 3.717 -5.630 0.0 0.0 0.0 0.43
H -4.430 3.775 -3.352 0.0 0.0 0.0 0.49
H -3.353 2.519 -1.524 -0.1 0.0 0.1 0.07
Cl -0.689 -5.275 0.519 0.0 0.1 0.1 -0.26
C -1.207 -3.805 1.324 0.1 -0.2 -0.1 0.42
C -2.187 -3.857 2.313 0.0 0.2 0.0 -0.83
C -2.526 -2.591 2.883 0.0 -0.2 0.0 -0.88
C -1.934 -1.446 2.473 0.1 0.0 -0.1 -0.26
N -0.957 -1.443 1.494 0.0 0.4 0.1 0.48
C -0.608 -2.651 0.926 0.1 0.0 -0.1 -0.17
H -2.640 -4.782 2.624 0.0 0.0 0.0 0.49
H -3.279 -2.524 3.654 0.0 0.0 0.0 0.47
H -2.187 -0.476 2.873 0.0 0.0 0.0 0.48
H 0.140 -2.626 0.156 0.0 -0.1 0.1 -0.41
C -0.853 -5.099 -3.522 0.0 0.0 0.0 -1.47
C -0.904 -3.703 -2.981 0.0 0.0 0.0 1.09
C 0.244 -3.064 -2.524 0.0 0.1 0.0 -0.91
C 0.157 -1.808 -1.966 -0.1 0.1 -0.2 -0.59
N -1.008 -1.150 -1.810 -0.1 -0.2 -0.1 0.45
C -2.113 -1.740 -2.296 0.1 0.0 0.1 -0.43
C -2.092 -2.992 -2.881 -0.1 0.0 0.0 -1.39
H -0.575 -5.791 -2.725 0.0 0.0 0.0 0.27
H -0.107 -5.188 -4.311 0.0 0.0 0.0 0.36
H -1.817 -5.408 -3.919 0.0 0.0 0.0 0.38
H 1.213 -3.543 -2.573 0.0 0.0 0.0 0.55
H 1.039 -1.301 -1.602 0.0 0.0 0.0 1.04
H -3.038 -1.194 -2.158 0.0 0.0 0.0 0.44
H -3.025 -3.419 -3.224 0.0 0.0 0.0 0.36
C -0.314 -0.193 1.059 -0.1 -0.2 0.1 -1.02
Ge 1.630 -0.328 1.451 -0.1 -0.2 0.2 2.68
C 1.757 -1.418 3.076 0.0 0.0 0.0 0.08
C 2.502 -2.589 3.178 0.0 0.0 0.0 -0.34
C 2.532 -3.319 4.361 0.0 0.0 0.0 -0.83
C 1.815 -2.885 5.464 0.0 0.0 0.0 -0.52
C 1.073 -1.714 5.383 0.0 0.0 0.0 -0.78
C 1.048 -0.992 4.200 0.0 0.0 0.0 -0.79
C 2.377 1.392 1.970 0.1 0.1 0.1 -0.44
C 3.586 1.386 2.673 0.0 0.1 -0.1 -0.22
C 4.152 2.566 3.130 0.0 0.0 0.0 -0.75
C 3.501 3.775 2.916 0.0 0.0 0.0 -0.60
C 2.288 3.794 2.248 0.0 0.0 0.0 -0.60
C 1.733 2.611 1.770 -0.1 -0.1 0.1 -0.52
C 2.869 -1.117 0.141 0.3 0.0 -0.1 0.42
C 3.913 -0.313 -0.326 -0.1 -0.1 -0.1 -0.84
C 4.873 -0.797 -1.206 0.0 0.0 0.0 -0.86
C 4.816 -2.112 -1.640 0.0 0.0 0.0 -0.94
C 3.806 -2.938 -1.171 0.0 0.0 0.0 -0.81
C 2.851 -2.447 -0.289 0.1 0.0 0.1 0.01
H -0.596 0.540 1.830 0.0 0.0 -0.1 1.12
H 3.071 -2.949 2.331 0.0 0.0 0.0 0.32
H 3.114 -4.231 4.417 0.0 0.0 0.0 0.42
H 1.835 -3.454 6.384 0.0 0.0 0.0 0.39
H 0.511 -1.368 6.240 0.0 0.0 0.0 0.42
H 0.464 -0.078 4.160 0.0 0.0 0.0 0.36
H 4.092 0.448 2.872 0.0 0.0 0.0 0.44
H 5.090 2.541 3.670 0.0 0.0 0.0 0.41
H 3.931 4.695 3.291 0.0 0.0 0.0 0.40
H 1.750 4.723 2.111 0.0 0.0 0.0 0.49
H 0.771 2.655 1.275 0.1 0.0 0.0 0.53
H 3.987 0.709 0.019 0.0 0.0 0.0 0.76
H 5.672 -0.149 -1.542 0.0 0.0 0.0 0.47
H 5.566 -2.497 -2.320 0.0 0.0 0.0 0.38
H 3.767 -3.977 -1.477 0.0 0.0 0.0 0.56
H 2.102 -3.138 0.078 -0.1 0.0 0.0 0.41
```
Positions in Å, forces in eV/Å.

Summary:
relative energy (zero: lowest compared OMol25 entry of this formula, charge and spin)	0.0	kJ/mol
2S+1	4
HOMO level (alpha / beta)	-4.59 / -6.36	eV
total charge	0

=====

(5)
Formula: C7H8N
Source: the Open Molecules 2025 dataset
Level of theory: ωB97M-V/def2-TZVPD

XYZ file:
```
16
Properties=species:S:1:pos:R:3:forces:R:3:mulliken_charge:R:1
C 0.034 -0.471 -1.477 1.1 -1.0 1.0 -0.62
C -0.035 -0.657 0.000 -0.8 0.0 0.3 -0.35
C 0.977 1.825 -1.813 1.4 2.1 -1.4 -0.50
C -0.247 2.080 -1.364 2.7 -2.7 -0.2 -0.73
C 1.101 0.470 -1.254 1.4 0.7 -0.6 0.70
C -0.416 0.681 -0.720 0.2 1.6 0.8 0.31
C 0.972 0.399 0.145 -1.6 -3.5 -1.2 -0.58
N -0.959 -1.979 2.456 -1.1 0.5 1.5 -0.84
H -0.383 -0.822 -2.347 -1.1 -1.1 -1.6 0.55
H -0.682 -1.199 0.666 -0.1 -0.5 0.4 0.94
H 1.825 2.340 -2.323 -1.4 -0.1 0.3 0.38
H -0.928 2.800 -1.413 -2.7 2.9 -0.2 0.51
H 1.301 0.891 0.971 0.8 1.7 2.0 0.50
H 0.057 -1.848 2.554 -0.7 0.6 0.7 0.25
H -1.036 -2.955 2.678 -0.3 -0.8 -0.3 0.25
H -1.581 -1.555 3.240 2.1 -0.4 -1.6 0.25
```
Positions in Å, forces in eV/Å.

Summary:
relative energy (zero: lowest compared OMol25 entry of this formula, charge and spin)	378.0	kJ/mol
HOMO level	-14.14	eV
total charge	+1

=====

(6)
Formula: C4H30NO11
Source: the Open Molecules 2025 dataset
Level of theory: ωB97M-V/def2-TZVPD

XYZ file:
```
46
Properties=species:S:1:pos:R:3:forces:R:3:mulliken_charge:R:1
C 2.686 1.517 1.249 0.5 -1.5 -0.5 -0.76
O 2.795 0.110 1.111 1.8 -0.8 0.1 -0.65
C 1.670 2.067 0.183 -1.2 -0.7 2.1 0.53
C 0.332 2.628 0.785 1.0 0.4 0.6 0.04
C -0.393 3.586 -0.163 -0.1 -0.5 0.3 -1.41
N 1.205 1.021 -0.711 0.5 1.1 -1.0 -0.28
H 3.704 1.930 1.057 -0.5 -0.4 -0.5 0.26
H 2.644 1.722 2.306 -1.3 0.6 0.5 0.30
H 2.279 2.826 -0.276 -0.3 0.6 -0.9 0.24
H 0.367 2.921 1.858 0.7 0.9 -0.7 0.43
H -0.301 1.788 0.998 -0.4 -0.8 -0.6 -0.26
H -0.043 4.628 -0.184 0.2 -0.5 -0.2 0.33
H -0.442 3.113 -1.154 0.4 0.5 0.0 0.29
H -1.415 3.601 0.155 -0.9 0.3 0.3 0.45
H 0.239 0.767 -0.588 0.2 -0.3 0.1 -0.01
H 1.820 0.250 -0.900 0.0 -0.1 0.6 0.25
H -2.404 0.562 -1.353 -0.1 -0.3 0.0 0.26
H -2.116 0.227 0.074 0.0 -0.5 0.0 0.05
O -2.113 -0.182 -0.805 -0.1 1.1 -0.2 -0.59
H -2.352 0.763 1.544 -0.6 0.7 1.0 0.26
H -3.578 0.792 2.315 -0.4 0.2 0.0 0.31
O -3.232 1.297 1.570 0.5 -0.4 -0.3 -0.71
H -1.980 -2.727 -1.038 1.3 -0.7 -0.4 0.45
H -1.503 -1.615 -1.826 0.8 -0.1 -0.1 0.42
O -1.215 -2.535 -1.689 -1.3 0.3 0.5 -0.88
H 2.083 -0.573 1.261 -0.8 1.3 0.2 0.48
H 0.516 -1.915 0.431 0.3 -0.1 0.3 0.35
O 0.686 -1.519 1.306 -0.7 0.1 -1.0 -0.78
H -1.058 -2.277 -4.490 0.2 0.2 -0.3 0.27
H -1.420 -3.122 -3.307 -0.1 -0.1 -0.6 0.51
O -1.469 -3.120 -4.303 -0.1 -0.2 0.6 -0.70
H -3.125 -2.078 0.357 0.0 0.3 0.3 0.33
H -2.111 -3.064 1.053 -1.1 0.3 -0.5 0.47
O -2.803 -2.980 0.316 0.4 -0.5 0.5 -0.82
H 4.448 -0.856 -1.304 0.2 -0.1 -0.5 0.29
H 3.699 -0.913 -0.034 -0.4 -0.3 -0.1 0.40
O 3.845 -1.447 -0.849 0.1 0.5 0.4 -0.67
H 1.881 -0.238 -2.713 -0.1 -0.8 -0.2 0.39
H 2.067 1.130 -3.067 -0.2 0.5 -0.3 0.30
O 1.915 0.290 -3.513 0.3 0.2 0.1 -0.68
H -0.722 0.339 2.737 -0.4 -0.2 -0.2 0.12
H -0.173 -0.933 1.409 0.8 -0.3 0.7 0.44
O -1.306 -0.188 2.166 0.6 0.0 -0.1 -0.96
H -1.516 -1.842 2.677 -0.7 0.1 -0.4 0.38
H -0.569 -2.913 2.744 0.2 -0.7 -0.3 0.35
O -1.520 -2.836 2.607 0.5 0.5 0.7 -0.81
```
Positions in Å, forces in eV/Å.

Summary:
relative energy (zero: lowest compared OMol25 entry of this formula, charge and spin)	162.4	kJ/mol
HOMO level	-6.48	eV
total charge	-1

=====

Q: Which of these has the lowest total charge?
A: C4H30NO11